Entry from the OMol25 dataset: 11 unconnected molecules or ions with the total composition C12H46N4O11 (ωB97M-V with the def2-TZVPD basis set).

Results
2S+1   2
HOMO energy (alpha / beta)   -0.4 / -7.2 eV
Expectation value of S²   0.75
Charge   -1
Orbital gap (alpha / beta)   2.458 / 9.184 eV

Each line ends with the Löwdin spin population.
Geometry (Å):
C1 0.000 0.408 3.610  0.000
O1 -1.043 1.240 4.016  0.000
H1 -0.094 0.416 2.524  0.000
H2 0.933 0.895 3.892  0.000
H3 -0.079 -0.642 3.893  0.000
H4 -0.973 1.317 4.971  0.000
C2 1.374 3.503 -3.185  0.002
O2 1.169 4.779 -3.640  0.001
H5 1.803 3.607 -2.188  0.000
H6 0.398 3.021 -3.237  0.001
H7 2.088 2.902 -3.747  0.000
H8 0.262 5.078 -3.548  0.000
C3 0.722 -1.607 -3.598  0.076
O3 0.491 -2.769 -4.308  0.119
H9 -0.033 -0.879 -3.893  0.026
H10 0.656 -1.770 -2.522  0.009
H11 1.744 -1.317 -3.840  0.005
H12 -0.401 -3.020 -4.056  0.086
C4 -2.399 1.865 -2.336  0.041
O4 -2.152 2.240 -0.963  0.007
H13 -1.910 2.637 -2.930  0.002
H14 -2.083 0.894 -2.718  0.030
H15 -3.457 1.978 -2.571  0.007
H16 -2.886 2.833 -0.785  0.001
C5 -3.804 0.559 2.369  0.005
O5 -5.214 0.746 2.692  0.004
H17 -3.727 0.171 1.353  0.004
H18 -3.319 1.525 2.505  0.000
H19 -3.303 -0.136 3.043  0.000
H20 -5.676 -0.091 2.610  0.002
C6 -2.127 -3.253 4.263  0.002
O6 -2.653 -4.217 3.329  0.003
H21 -2.897 -2.687 4.789  0.000
H22 -1.324 -3.633 4.893  0.000
H23 -1.669 -2.480 3.646  0.000
H24 -2.648 -3.744 2.494  0.001
C7 2.351 4.329 1.626  0.000
O7 1.204 5.036 1.278  0.000
H25 2.616 3.559 0.902  0.000
H26 3.059 5.156 1.586  0.000
H27 2.235 4.010 2.662  0.000
H28 1.423 5.536 0.489  0.000
C8 4.230 1.237 -1.684  0.000
O8 5.255 0.607 -2.322  0.000
H29 3.978 2.265 -1.947  0.000
H30 3.307 0.673 -1.818  0.000
H31 4.401 1.206 -0.608  0.000
H32 5.375 0.954 -3.209  0.000
C9 -2.334 -3.406 -0.278  0.081
O9 -2.022 -3.195 0.898  0.017
N1 -3.602 -3.246 -0.750  0.066
N2 -1.509 -3.540 -1.273  0.081
H33 -4.220 -2.750 -0.125  0.016
H34 -3.725 -3.323 -1.750  0.115
H35 -0.544 -3.772 -1.086  0.017
H36 -1.761 -3.487 -2.250  0.125
C10 3.587 -2.192 0.357  0.001
O10 4.802 -2.385 0.254  0.001
N3 3.038 -1.433 1.314  0.000
N4 2.646 -2.708 -0.405  0.004
H37 3.610 -1.092 2.074  0.000
H38 2.068 -1.160 1.248  0.000
H39 2.768 -3.434 -1.096  0.006
H40 1.720 -2.531 -0.044  0.003
C11 0.632 0.608 -0.361  0.001
C12 -0.406 -0.407 -0.062  0.008
O11 0.018 -1.385 0.880  0.005
H41 0.114 1.445 -0.831  0.000
H42 1.409 0.262 -1.043  0.000
H43 1.105 1.077 0.501  0.000
H44 -0.659 -0.906 -0.998  0.011
H45 -1.329 0.137 0.138  0.001
H46 -0.607 -2.114 0.905  0.001



Entry from the OMol25 dataset: a molecular structure, C5H6O3Ru (ωB97M-V with the def2-TZVPD basis set).

Results
Energy relative to the best compared isomer or geometry (same formula, charge and spin)   161.2 kJ/mol
2S+1   7
HOMO energy (alpha / beta)   -14.1 / -19.1 eV
Expectation value of S²   12.01
Charge   +2
Orbital gap (alpha / beta)   2.830 / 6.427 eV

Each line ends with the Löwdin spin population.
Geometry (Å):
O1 1.686 0.431 -0.487  0.237
C1 0.592 -0.089 -0.322  0.049
O2 -0.452 0.229 -1.039  0.030
O3 0.350 -1.004 0.579  0.030
C2 -1.029 -1.411 0.509  0.020
C3 -1.620 -0.503 -0.584  0.063
C4 -2.668 0.467 -0.086  0.292
C5 -2.280 1.424 0.897  1.412
Ru1 3.481 0.398 0.141  3.680
H1 -1.477 -1.246 1.495  0.009
H2 -1.062 -2.473 0.251  0.001
H3 -1.985 -1.078 -1.442  0.004
H4 -3.617 -0.033 0.178  0.020
H5 -2.864 1.549 -0.673  0.049
H6 -1.445 2.078 0.602  0.102



Entry from the OMol25 dataset: a molecular structure, C12H23F3NO2P2V (ωB97M-V with the def2-TZVPD basis set).

Results
Energy relative to the best compared isomer or geometry (same formula, charge and spin)   62.2 kJ/mol
2S+1   3
HOMO energy (alpha / beta)   -16.3 / -16.3 eV
Expectation value of S²   2.04
Charge   +2
Orbital gap (alpha / beta)   7.152 / 7.946 eV

Each line ends with the Löwdin spin population.
Geometry (Å):
V1 0.059 0.432 1.385  1.945
P1 -2.159 0.393 0.926  0.042
C1 -2.198 1.133 -0.755  0.009
C2 -0.853 1.321 -1.366  0.003
N1 0.226 1.150 -0.598  -0.013
C3 1.458 1.385 -1.096  0.001
C4 1.619 1.967 -2.356  0.000
C5 0.495 2.192 -3.163  0.001
C6 -0.750 1.781 -2.674  -0.001
C7 2.583 1.000 -0.165  0.020
P2 2.142 -0.502 0.867  0.021
H1 -1.666 1.868 -3.256  0.000
H2 2.625 2.228 -2.687  0.000
H3 0.585 2.655 -4.143  0.000
H4 3.481 0.747 -0.741  0.004
H5 2.828 1.826 0.526  0.001
H6 -2.795 0.457 -1.356  0.000
H7 -2.688 2.112 -0.694  0.000
H8 -0.647 -2.874 -3.591  0.000
O1 -1.217 -3.615 -3.807  0.000
H9 -2.129 -3.345 -3.562  0.000
H10 0.467 -4.414 0.212  0.000
O2 0.055 -4.514 1.082  0.000
H11 -0.733 -5.056 0.879  0.000
C8 2.710 -1.766 -0.295  -0.004
H12 3.670 -1.477 -0.759  0.000
H13 2.834 -2.706 0.257  0.000
H14 1.933 -1.869 -1.060  0.000
C9 3.338 -0.708 2.193  0.009
H15 3.122 -1.667 2.682  0.000
H16 4.353 -0.732 1.786  0.001
H17 3.240 0.092 2.924  0.000
C10 -3.409 1.505 1.631  0.024
H18 -4.330 1.515 1.033  0.003
H19 -3.622 1.190 2.661  0.000
H20 -2.982 2.511 1.647  0.000
C11 -3.018 -1.215 0.935  -0.006
H21 -3.378 -1.378 1.965  0.000
H22 -3.866 -1.254 0.237  -0.002
H23 -2.289 -2.008 0.701  0.000
F1 -0.040 3.307 2.010  -0.006
C12 0.202 2.094 2.651  -0.042
F2 1.459 2.215 3.236  -0.015
F3 -0.717 2.027 3.700  0.005